(1)
# C3H12NO2

A cluster of 3 separate species, C3H12NO2 in total (the ωB97M-V functional and the def2-TZVPD basis, the OMol25 dataset).

## Properties
- energy above the lowest of the compared OMol25 structures with the same formula, charge and spin (kcal/mol) = 35.45
- spin multiplicity = 1
- M (g mol⁻¹) = 94.13
- strongest force on any atom (eV/Å) = 2.4
- calculated total energy (eV) = -8883.337
- frontier orbital gap (eV) = 8.71
- total charge = +1

Each line ends with the Mulliken charge.
Atoms and positions in Å:
C 1.144 1.328 -1.338  -1.151
C -0.366 1.021 -1.323  -0.275
C -1.697 -0.955 -1.250  -0.118
N -0.541 -0.444 -1.124  0.101
H 1.660 0.523 -1.855  0.277
H 1.597 1.503 -0.361  0.337
H 1.489 2.241 -1.835  0.366
H -0.829 1.362 -2.242  0.428
H -0.699 1.509 -0.415  0.270
H -1.911 -1.977 -0.959  0.275
H -2.445 -0.413 -1.821  0.279
H 0.290 -0.997 -0.864  0.243
H -1.063 1.901 5.494  0.332
H -0.223 0.821 4.808  0.313
O -1.108 0.989 5.152  -0.646
H 2.386 -1.975 -1.842  0.329
H 2.117 -2.715 -0.535  0.300
O 1.996 -1.865 -0.975  -0.661

***

(2)
# C3H12NO2

A cluster of 3 separate species, C3H12NO2 in total (the ωB97M-V functional and the def2-TZVPD basis, the OMol25 dataset).

## Properties
- energy above the lowest of the compared OMol25 structures with the same formula, charge and spin (kcal/mol) = 30.71
- spin multiplicity = 1
- M (g mol⁻¹) = 94.13
- strongest force on any atom (eV/Å) = 1.7
- calculated total energy (eV) = -8883.543
- frontier orbital gap (eV) = 10.86
- total charge = +1

Each line ends with the Mulliken charge.
Atoms and positions in Å:
C -0.405 -1.578 -0.718  -1.400
C -0.482 -0.171 -0.239  0.114
C -1.260 0.797 -0.705  -0.238
N -1.166 2.125 -0.076  -0.239
H -1.157 -1.880 -1.442  0.369
H 0.440 -1.636 -1.421  0.346
H -0.251 -2.261 0.097  0.324
H 0.272 -0.014 0.530  0.288
H -2.058 0.648 -1.414  0.348
H -1.737 2.045 0.758  0.364
H -0.205 2.456 0.119  0.359
H -1.533 2.921 -0.611  0.363
H 0.784 2.008 2.541  0.302
H 1.410 3.295 2.092  0.297
O 0.844 2.594 1.800  -0.603
H 1.980 -4.524 -0.518  0.311
H 2.709 -3.234 -0.479  0.306
O 1.816 -3.594 -0.313  -0.609

***

Please write out number 1 again, unchanged.
# C3H12NO2

A cluster of 3 separate species, C3H12NO2 in total (the ωB97M-V functional and the def2-TZVPD basis, the OMol25 dataset).

## Properties
- energy above the lowest of the compared OMol25 structures with the same formula, charge and spin (kcal/mol) = 35.45
- spin multiplicity = 1
- M (g mol⁻¹) = 94.13
- strongest force on any atom (eV/Å) = 2.4
- calculated total energy (eV) = -8883.337
- frontier orbital gap (eV) = 8.71
- total charge = +1

Each line ends with the Mulliken charge.
Atoms and positions in Å:
C 1.144 1.328 -1.338  -1.151
C -0.366 1.021 -1.323  -0.275
C -1.697 -0.955 -1.250  -0.118
N -0.541 -0.444 -1.124  0.101
H 1.660 0.523 -1.855  0.277
H 1.597 1.503 -0.361  0.337
H 1.489 2.241 -1.835  0.366
H -0.829 1.362 -2.242  0.428
H -0.699 1.509 -0.415  0.270
H -1.911 -1.977 -0.959  0.275
H -2.445 -0.413 -1.821  0.279
H 0.290 -0.997 -0.864  0.243
H -1.063 1.901 5.494  0.332
H -0.223 0.821 4.808  0.313
O -1.108 0.989 5.152  -0.646
H 2.386 -1.975 -1.842  0.329
H 2.117 -2.715 -0.535  0.300
O 1.996 -1.865 -0.975  -0.661

***

Q: Which of these has the lowest frontier orbital gap?
A: number 1